Record 1
DFT (wB97M-V/def2-TZVPD) results for a 8-piece molecular cluster, C36H81F8N10O10PS2 overall at a distorted geometry.

```
148
Properties=species:S:1:pos:R:3:forces:R:3
P -11.08265 -18.34525 -10.53611 1.44 2.11 -1.08
F -12.36752 -17.30308 -10.21810 1.69 -1.12 -0.13
F -11.86857 -18.91312 -11.87589 -0.10 0.28 0.89
F -10.37018 -17.20978 -11.45178 -0.62 0.79 -0.38
F -9.81207 -19.25291 -10.94835 0.18 -1.27 -0.41
F -10.14099 -17.82730 -9.27770 -1.20 0.74 -0.29
F -11.62979 -19.44637 -9.61281 -1.42 -1.34 0.63
C -8.68235 -12.83271 -13.97141 -1.96 -0.51 1.36
C -9.73433 -13.73603 -13.20785 1.32 -1.06 -0.21
N -9.87035 -13.52576 -11.70791 0.04 1.63 2.45
C -10.60861 -14.30550 -10.77565 1.37 1.38 0.85
C -10.43161 -13.76068 -9.48069 -0.17 -0.50 -3.31
N -9.68715 -12.60308 -9.62019 0.24 -0.45 -4.03
C -9.33124 -12.47048 -10.98129 -1.54 -2.42 1.06
C -9.35620 -11.63517 -8.59852 0.62 -0.45 1.35
H -7.74021 -12.91933 -13.43013 -0.04 0.66 0.04
H -9.20269 -11.87627 -14.02205 1.06 0.50 -0.16
H -8.48936 -13.21123 -14.97519 -0.40 -0.10 0.09
H -9.30772 -14.73018 -13.34116 -0.28 -0.31 0.53
H -10.72953 -13.78435 -13.64981 0.03 0.52 0.13
H -11.18488 -15.17160 -11.06581 0.31 0.06 0.01
H -10.83143 -14.20246 -8.57992 0.14 0.54 0.15
H -8.68357 -11.73837 -11.44059 -0.14 0.20 0.40
H -9.99434 -11.83100 -7.73681 -0.29 0.30 -0.22
H -9.41935 -10.59346 -8.91311 -0.08 -0.31 -0.18
H -8.36441 -11.88787 -8.22356 0.21 0.41 -0.17
C -11.78608 -21.82957 -6.04171 -2.27 0.32 -1.15
C -11.06690 -20.95073 -7.01141 0.46 -0.71 -0.33
N -10.08366 -20.11523 -6.37851 2.59 1.96 -0.11
C -9.97671 -19.81521 -5.02990 1.54 0.72 -0.92
C -8.93480 -18.90500 -4.93737 -0.85 0.28 0.54
N -8.44587 -18.58653 -6.19477 -1.46 -2.35 -0.85
C -9.15541 -19.38381 -7.06551 -0.39 0.78 1.49
C -7.46677 -17.54113 -6.58999 0.00 -0.04 0.41
H -11.31254 -22.68404 -5.55826 0.28 0.65 0.24
H -12.53179 -22.24156 -6.72162 -0.11 -0.74 0.00
H -12.48051 -21.18730 -5.50008 0.46 -0.33 1.15
H -11.73716 -20.27221 -7.53910 -0.18 -0.36 0.08
H -10.57541 -21.61211 -7.72494 0.26 0.36 -0.24
H -10.59149 -20.29796 -4.28466 0.21 0.19 -0.04
H -8.63227 -18.36216 -4.05408 0.27 -0.21 -0.09
H -9.15471 -19.24627 -8.13672 0.27 -0.38 0.19
H -6.71162 -17.38089 -5.82048 -0.56 0.01 0.48
H -8.05545 -16.64295 -6.77664 0.35 0.07 -0.03
H -6.82041 -17.80209 -7.42798 -0.71 -0.47 -0.36
C -6.53769 -24.71630 -15.13147 -0.82 -0.57 1.45
C -8.03508 -24.78043 -14.62020 0.18 0.70 -1.63
N -8.51320 -23.75982 -13.66505 0.26 0.73 1.52
C -7.76088 -23.05373 -12.70808 -1.28 0.61 -0.65
C -8.67905 -22.34112 -11.90960 2.07 -2.00 -1.51
N -9.87012 -22.75142 -12.37712 -2.16 0.51 0.63
C -9.83453 -23.58046 -13.40759 2.39 0.11 0.24
C -11.11597 -22.22796 -11.85777 -0.74 0.25 -0.71
H -6.39261 -25.02668 -16.16623 -0.66 -0.18 0.06
H -6.00551 -25.43771 -14.51142 0.58 0.47 -0.06
H -6.12585 -23.70800 -15.08881 0.02 -0.06 0.40
H -8.40527 -25.69245 -14.15192 0.70 -0.42 -0.58
H -8.60126 -24.54630 -15.52170 -0.46 -0.44 0.07
H -6.68581 -23.03246 -12.80893 0.09 0.02 0.46
H -8.61285 -21.70190 -11.04160 0.27 0.02 -0.20
H -10.68051 -24.07377 -13.86295 0.20 0.10 -0.03
H -11.72630 -23.01415 -11.41335 0.25 0.17 0.41
H -11.64990 -21.88722 -12.74486 -0.27 0.28 0.30
H -10.90626 -21.35826 -11.23507 -0.20 -0.37 0.15
C -16.20986 -19.80344 -10.39170 0.00 -0.58 -0.11
O -16.16700 -18.77929 -11.41514 -2.09 -2.42 -1.58
C -15.46588 -17.67283 -11.09050 1.49 1.79 0.87
C -14.70287 -16.88900 -12.22538 -0.01 -2.28 -0.30
N -15.62917 -16.06090 -13.04863 -0.75 0.71 0.20
H -15.35077 -15.75172 -13.96896 1.40 0.20 -0.16
H -16.38750 -16.65286 -13.35620 -0.67 -0.65 0.42
C -16.30009 -14.87365 -12.39778 -0.42 0.95 0.62
C -15.43249 -13.84647 -11.66577 0.75 -1.54 0.88
O -14.84865 -14.55517 -10.53664 -1.85 -0.12 -2.30
C -13.82577 -13.89688 -9.93679 1.87 -0.19 1.85
H -17.13729 -20.36316 -10.27052 -0.63 0.66 -0.96
H -16.08522 -19.45694 -9.36579 0.68 0.52 -0.20
H -15.51796 -20.59599 -10.67674 0.54 0.24 0.30
H -14.67873 -18.10188 -10.47050 0.37 1.41 0.74
H -16.17756 -16.96953 -10.65807 0.55 0.26 0.95
H -14.34977 -17.69523 -12.86836 0.13 0.11 -0.41
H -13.81221 -16.34017 -11.91944 -0.62 0.13 0.35
H -17.00232 -15.27074 -11.66477 -0.19 0.07 -0.34
H -16.78648 -14.35420 -13.22342 -0.44 -0.11 0.20
H -16.00675 -13.01542 -11.25629 -0.42 -0.02 -0.44
H -14.66879 -13.44822 -12.33378 0.32 0.09 0.03
H -14.10827 -13.10817 -9.23947 -0.27 0.52 -0.40
H -13.00521 -13.61457 -10.59641 -0.32 0.49 -0.35
H -13.37220 -14.64333 -9.28474 0.15 -0.14 0.18
C -6.72654 -15.54382 -10.34483 -1.87 -0.18 2.06
O -6.99200 -15.74263 -11.69380 0.54 -1.19 -1.05
C -6.01759 -16.65990 -12.22098 0.60 -0.05 -0.90
C -6.48984 -17.38299 -13.51612 -0.02 0.98 1.25
N -7.60392 -18.40144 -13.09553 0.46 2.28 -3.30
H -7.02857 -18.89245 -12.42622 -0.32 -1.30 0.89
H -8.38566 -17.92054 -12.67398 -0.34 0.15 0.54
C -8.06012 -19.30327 -14.27903 1.57 -0.50 2.06
C -8.78494 -18.62856 -15.38326 -0.69 2.57 -0.79
O -8.01909 -17.73081 -16.18483 1.06 -0.57 0.13
C -7.00335 -18.44869 -16.94320 -0.62 0.59 -0.26
H -7.42348 -14.79783 -9.96289 0.42 0.93 -0.39
H -5.71116 -15.38553 -9.98143 0.17 0.21 -0.66
H -7.16945 -16.35767 -9.77076 0.54 -0.89 0.06
H -5.62983 -17.43607 -11.56121 -0.65 0.03 0.84
H -5.13335 -16.04066 -12.37187 0.24 -0.21 -0.77
H -5.70804 -18.01630 -13.93542 0.15 0.15 0.24
H -6.72231 -16.59758 -14.23527 -0.92 -0.60 -0.20
H -8.62825 -20.07005 -13.75234 -0.17 -0.19 -0.41
H -7.08503 -19.69913 -14.56292 -0.24 -0.46 -0.42
H -9.54068 -17.97034 -14.95465 -0.17 0.14 0.36
H -9.38441 -19.18334 -16.10504 0.30 -1.25 0.43
H -7.44562 -19.41770 -17.17455 0.59 -0.30 -0.06
H -6.02433 -18.47237 -16.46461 -0.20 -0.43 0.52
H -6.78729 -17.93897 -17.88214 -0.52 0.23 0.03
C -12.94424 -20.49452 -14.83434 0.68 0.68 -0.02
O -13.43758 -20.23997 -16.15893 0.03 -1.29 -0.15
C -12.58262 -20.60503 -17.29099 -1.27 -0.25 1.50
C -12.70536 -22.10660 -17.64874 -0.97 -0.55 -0.60
N -14.05783 -22.54467 -18.29195 0.85 2.06 0.40
H -14.20893 -21.94052 -19.08711 -0.08 0.48 -0.52
H -14.05097 -23.45900 -18.72098 0.35 -0.73 0.06
C -15.25441 -22.44544 -17.40988 -0.80 -1.47 -1.34
C -16.47996 -22.67848 -18.34266 -2.05 -0.90 -0.04
O -16.53264 -23.82065 -19.22018 1.37 0.89 -0.72
C -16.54028 -25.08233 -18.61183 0.55 -0.91 1.51
H -12.56439 -21.45912 -14.49765 0.01 -0.82 -1.22
H -13.70947 -20.35209 -14.07129 -0.29 0.72 -0.48
H -12.09973 -19.81818 -14.70221 -0.04 0.27 0.50
H -11.55653 -20.39870 -16.98661 0.23 -0.09 -0.41
H -12.92144 -19.90665 -18.05621 0.30 -0.28 -0.29
H -12.61934 -22.70241 -16.74005 0.12 -0.03 -0.09
H -12.01577 -22.46577 -18.41264 0.53 0.38 0.35
H -15.27254 -21.45922 -16.94605 -0.04 -0.39 0.20
H -15.08504 -23.31355 -16.77286 -0.49 0.50 0.76
H -16.71023 -21.80470 -18.95223 0.65 0.03 -0.37
H -17.44387 -22.81376 -17.85208 0.32 0.52 1.34
H -17.43365 -25.40874 -18.07944 -0.64 0.70 -0.19
H -15.78179 -25.09627 -17.82914 0.40 -0.23 0.23
H -16.30800 -25.92905 -19.25774 0.08 0.65 -0.67
N -6.02342 -20.02627 -11.46874 -6.54 2.27 5.00
S -6.10565 -20.30225 -9.79413 -3.33 1.88 4.87
O -5.56197 -19.23641 -8.95751 -1.05 -1.44 -2.05
O -6.06935 -21.64537 -9.31360 0.91 0.33 -1.07
F -7.72824 -20.10130 -9.65694 0.50 0.66 -0.70
S -4.70433 -20.60907 -11.52190 13.50 -5.64 -5.56
O -4.63980 -22.04956 -11.81654 -0.86 2.30 0.52
O -3.53487 -20.13994 -10.72649 -3.86 -0.33 -1.56
F -4.49560 -19.95442 -13.04102 0.47 -0.15 0.46
```
Forces are in eV/Å.

Computed properties:
LUMO energy	-7.99	eV
net charge	+4
multiplicity	1
HOMO energy	-16.828	eV
Kohn-Sham gap	0.3249	hartree

Atom charges from the Löwdin analysis, given in e for atoms 1 to 8:
1. P 0.210
2. F -0.175
3. F -0.178
4. F -0.181
5. F -0.182
6. F -0.178
7. F -0.091
8. C -0.041

Record 2
DFT (wB97M-V/def2-TZVPD) results for a 6-piece molecular cluster, C36H81N3O6 overall at a distorted geometry.

```
126
Properties=species:S:1:pos:R:3:forces:R:3
C 8.54790 31.82121 18.17848 0.31 0.99 0.40
C 8.15437 31.81867 19.74619 -0.94 0.96 -0.63
C 8.82237 30.65322 20.33864 1.88 -1.70 1.22
C 10.33857 30.80856 20.58879 0.11 0.83 -2.07
C 10.54252 32.04295 21.42122 -0.34 -1.59 2.09
C 9.99174 33.32314 20.86851 1.02 0.79 0.81
N 8.60100 33.08777 20.44117 -0.38 -0.06 -2.50
O 7.88553 34.17569 19.95833 1.35 -1.02 0.37
C 9.95927 34.43058 21.95195 -0.77 0.84 -0.56
C 10.85991 33.74309 19.66426 -0.32 0.65 -1.06
C 6.61653 31.72944 19.98938 0.40 0.26 -0.74
H 7.94326 31.15041 17.56811 -0.13 -0.44 0.67
H 9.60352 31.57346 18.06720 -0.14 -0.38 0.16
H 8.47105 32.75525 17.62191 -0.37 0.47 0.62
H 8.50530 30.38615 21.34673 -0.99 0.04 -0.09
H 8.55703 29.86060 19.63903 0.29 -0.43 0.31
H 10.84977 31.05836 19.65907 0.05 -0.58 -0.39
H 10.85797 29.92994 20.97136 -0.44 0.04 0.24
H 11.58102 32.10858 21.74574 0.06 0.58 -0.36
H 10.01507 31.82296 22.34938 -0.12 0.27 0.45
H 9.46580 35.29381 21.50539 -0.14 0.12 -0.02
H 9.37182 34.17074 22.83256 0.10 -0.35 -0.03
H 10.90162 34.86730 22.28267 0.33 -0.78 -0.23
H 11.29929 32.92029 19.10029 -0.18 -0.18 0.32
H 10.27040 34.30384 18.93891 0.01 0.19 0.05
H 11.68370 34.39061 19.96458 -0.16 -0.06 0.36
H 6.34548 32.15713 20.95464 -0.04 0.17 -0.09
H 6.25656 30.70115 20.02306 0.37 -0.10 -0.20
H 6.13373 32.22636 19.14791 -0.36 0.12 0.36
H 7.26739 34.43076 20.64714 -0.44 0.29 0.48
C 7.87249 27.25917 24.93739 0.33 -1.59 -0.63
C 7.13044 26.31905 25.90779 -1.85 1.23 0.24
C 6.54000 25.02232 25.22862 1.14 -0.82 -1.40
C 7.56345 23.86224 24.99201 -0.16 1.00 1.25
C 8.15805 23.45642 26.32888 0.94 1.01 -0.75
C 8.83039 24.67209 27.06422 0.19 0.47 1.30
N 7.85983 25.90156 27.07572 1.25 -1.60 0.88
O 8.35814 26.99528 27.90848 -0.78 -1.37 -1.19
C 8.97664 24.32810 28.61151 0.16 0.11 -0.61
C 10.31036 24.98752 26.52869 -1.36 0.77 0.25
C 5.89685 27.20574 26.40033 0.96 -0.13 -0.16
H 8.82512 26.76193 24.75477 0.55 0.60 -0.10
H 7.92755 28.29876 25.26040 0.33 -0.27 0.17
H 7.37291 27.22001 23.96941 -0.24 0.25 -0.05
H 5.64171 24.67251 25.73735 0.13 0.07 0.14
H 6.32751 25.16357 24.16890 -0.91 1.16 0.08
H 8.32680 24.21000 24.29597 0.54 0.57 0.31
H 7.29111 22.97067 24.42718 -1.22 0.03 0.29
H 8.89472 22.74545 25.95481 0.55 -0.30 1.19
H 7.44482 22.98165 27.00268 -0.09 -0.01 -0.22
H 9.97023 24.62514 28.94712 -0.09 -0.08 0.17
H 8.25550 24.82109 29.26345 -0.09 0.22 -0.43
H 8.84654 23.26425 28.81000 0.23 -0.14 -0.28
H 11.10004 24.62205 27.18515 -0.24 -0.49 -0.17
H 10.51484 24.74031 25.48698 -0.19 -0.30 0.02
H 10.42745 26.06931 26.59288 0.10 0.22 -0.07
H 6.13458 28.26940 26.38618 0.26 0.06 -0.32
H 5.68534 27.07238 27.46126 -0.50 -0.77 -0.25
H 5.08439 27.06282 25.68789 -0.34 -0.13 0.45
H 9.10625 27.36104 27.43084 0.38 0.23 -0.20
C 4.16535 20.27736 18.22793 0.21 -0.72 0.90
C 4.58841 21.40880 19.21936 -2.00 0.42 -3.14
C 3.80062 22.58091 18.60783 0.90 1.80 -0.26
C 3.90389 23.81144 19.51364 -0.50 -0.68 0.03
C 3.24148 23.45930 20.82345 0.47 -0.27 0.01
C 3.83210 22.21210 21.53338 -0.16 -0.88 -0.77
N 3.93167 21.08556 20.47040 -1.58 4.89 -0.55
O 4.33556 19.91975 20.91497 1.51 -3.27 2.22
C 5.24527 22.51851 22.05746 0.17 -0.96 0.03
C 2.86118 21.79316 22.67049 0.43 0.03 -0.06
C 6.10315 21.68995 19.03993 0.12 -0.74 -0.07
H 4.42419 20.43571 17.18102 0.63 0.10 0.23
H 3.08448 20.14044 18.19503 -0.13 0.18 0.43
H 4.57824 19.36432 18.65687 0.17 -0.31 -0.71
H 4.21383 22.83465 17.63163 0.57 -0.09 -0.11
H 2.77330 22.37196 18.30940 -0.22 -0.35 0.80
H 3.33101 24.66889 19.16052 0.38 0.15 -0.48
H 4.93866 24.08910 19.71431 0.10 0.15 -0.33
H 2.19963 23.33284 20.52906 -0.25 -0.17 0.74
H 3.39680 24.34035 21.44613 -0.51 -0.14 0.58
H 5.36905 23.39367 22.69532 -0.28 0.18 -0.15
H 5.58789 21.66122 22.63691 -0.08 -0.10 0.25
H 5.94520 22.52037 21.22187 -0.07 0.59 0.13
H 1.83404 21.59989 22.36109 0.02 0.41 -0.43
H 3.11117 20.89795 23.23988 0.65 -0.06 -0.22
H 2.87657 22.61048 23.39150 -0.23 0.09 0.06
H 6.45784 21.27552 18.09625 -0.27 -0.45 -0.05
H 6.69333 21.19663 19.81222 0.15 0.31 0.05
H 6.36443 22.73471 18.87166 -0.11 0.21 0.80
H 3.56916 19.34347 20.86881 -0.06 -0.25 0.09
C 5.42695 27.23085 20.17588 0.87 1.07 0.32
C 6.87328 26.85743 19.74007 -0.44 -1.27 -0.26
C 7.79991 26.20386 20.76771 0.52 0.58 0.65
O 6.92879 25.91808 18.67811 -1.14 -0.21 -0.85
H 4.89627 26.52748 20.81756 0.38 -0.10 0.08
H 4.70388 27.60594 19.45161 0.40 -0.73 -0.92
H 5.58125 28.18474 20.68024 -0.06 -0.06 0.99
H 7.36668 27.70172 19.25860 -0.09 0.52 0.46
H 8.64257 25.76351 20.23467 0.11 0.33 -0.22
H 7.39369 25.34470 21.30148 -0.65 0.17 0.10
H 8.23437 26.89035 21.49439 -0.21 0.07 0.21
H 6.83020 25.03531 19.04224 -0.07 -0.24 -0.10
C 5.36915 29.82634 14.12524 -0.99 -1.55 0.82
C 4.36601 30.13258 15.24248 0.38 -0.60 0.47
C 4.92740 30.05293 16.65145 0.34 1.02 1.31
O 3.73864 31.37774 14.97216 0.06 0.12 0.17
H 4.74477 29.75153 13.23493 0.72 0.62 -0.47
H 5.69286 28.79933 14.29426 0.09 -0.27 0.05
H 6.31135 30.37419 14.11052 -0.54 0.66 -0.26
H 3.61468 29.34927 15.34257 -0.31 -0.15 -1.06
H 4.84842 29.12396 17.21614 0.12 -0.66 -0.80
H 4.31610 30.67686 17.30346 0.00 0.55 -0.12
H 5.96230 30.38238 16.74388 0.08 0.19 -0.09
H 2.78903 31.25169 15.03501 -0.02 0.14 0.00
C 7.32304 26.05409 15.35464 -0.84 0.32 -0.68
C 8.49033 26.87748 15.80376 -0.65 0.11 2.43
C 8.09159 28.31593 16.20048 -0.33 0.09 -1.06
O 8.96372 26.29589 17.02253 1.88 -0.31 -0.74
H 6.53616 25.94379 16.10078 0.19 0.28 0.34
H 7.59529 25.03674 15.07357 0.18 0.21 -0.34
H 6.87916 26.63466 14.54594 -0.26 -0.53 -0.55
H 9.23710 26.87730 15.00976 0.43 -0.09 0.47
H 8.33869 28.96945 15.36385 -0.14 0.44 0.13
H 8.57163 28.67073 17.11250 0.49 -0.19 -0.17
H 7.02177 28.39450 16.39392 -0.09 -0.14 -0.15
H 8.28194 26.40031 17.69027 -0.40 -0.37 -0.07
```
Forces are in eV/Å.

Computed properties:
LUMO energy (alpha / beta)	-2.68 / -6.90	eV
net charge	+1
<S²>	0.754
multiplicity	2
HOMO energy (alpha / beta)	-9.730 / -9.730	eV
Kohn-Sham gap (alpha / beta)	0.2591 / 0.1041	hartree
energy above the lowest of the compared OMol25 structures with the same formula, charge and spin	17.34	kcal/mol

Atom charges from the Löwdin analysis, given in e for atoms 1 to 8:
1. C 0.040
2. C -0.408
3. C -0.147
4. C -0.148
5. C -0.154
6. C -0.455
7. N 0.099
8. O 0.101

Q: What is the formula in the second record?
A: C36H81N3O6

Q: What is the net charge in the second record?
A: +1

Q: Look up the multiplicity of the first one.
A: 1

Q: Which value of net charge does entry 2 give?
A: +1